Record 1
# CH3LiOTl

A molecular structure, CH3LiOTl at a distorted geometry (ωB97M-V with the def2-TZVPD basis set, the Open Molecules 2025 dataset).

Properties
E_tot in eV: -8025.6384
HOMO-LUMO gap (alpha / beta) in eV: 4.218 / 3.922
Energy relative to the best compared isomer or geometry (same formula, charge and spin) in kJ/mol: 22.4
Spin multiplicity: 2

```
7
CH3LiOTl (ωB97M-V with the def2-TZVPD basis set)
O -0.4743 0.2874 -0.0195
H 0.3747 -1.0840 -1.2696
C 0.5820 -0.6028 -0.3035
H 1.0185 -1.3304 0.3964
Tl 0.7592 1.6965 1.2470
H -0.2237 1.6042 -0.8384
Li -2.0364 -0.5709 0.7876
```

Löwdin atomic charge list, values in e, 5 entries: -0.913, 0.000, -0.387, -0.026, 0.565

Record 2
# C47H47BGeN7PdS2

A molecular structure, C47H47BGeN7PdS2 at a distorted geometry (ωB97M-V with the def2-TZVPD basis set, the Open Molecules 2025 dataset).

Properties
Charge: -1
E_tot in eV: -142275.4698
HOMO-LUMO gap (alpha / beta) in eV: 5.933 / 5.938
Energy relative to the best compared isomer or geometry (same formula, charge and spin) in kJ/mol: 258.2
Spin multiplicity: 1

```
106
C47H47BGeN7PdS2 (ωB97M-V with the def2-TZVPD basis set)
C -3.7839 -1.3423 0.7892
C -4.1569 1.5798 -0.3965
C 1.0260 -0.6935 -2.9613
H 4.5591 4.4269 4.5397
C 2.1538 -0.2294 -1.1043
H 3.0096 5.2777 -0.9121
C 5.1445 1.8677 0.2697
H -0.0643 -0.4132 4.7197
H 1.1617 -1.1946 6.7414
C -1.7400 6.0002 1.3536
H -2.6943 -3.7439 -2.0137
C -4.3902 -2.5869 0.6682
C -2.7658 -0.9395 -0.0871
C -3.5211 3.3722 1.6106
H -5.1591 -2.8773 1.3770
C 0.6632 5.7637 1.0473
H -1.0434 6.9016 -0.8956
H -1.6389 -1.5231 -1.8006
H -3.3495 4.5559 -2.4980
C 1.7059 -0.4936 3.4969
C 2.8138 -1.3498 -1.4890
C 3.0636 -1.3625 5.7466
H 0.7789 -4.7432 -1.0656
N 1.1449 0.1445 -1.9864
C 3.1490 2.4357 -2.7336
H -2.7780 6.8324 -1.2482
H 0.4450 3.2301 4.3495
H 3.5751 -1.6878 6.6449
C 3.1257 3.2393 -1.5923
H 0.2800 -0.6120 -3.7451
H -1.6410 7.0627 1.1104
C 2.4881 3.8557 4.6088
H 5.5628 2.3825 -1.7805
H 4.8375 -1.4690 4.5247
C -1.8061 6.3839 -1.4684
C 2.7793 5.1660 -3.0269
H -4.4141 0.8627 -1.1678
H 2.1149 -4.4865 0.4254
C 0.5179 -2.8569 0.1869
C 2.7448 4.3470 -4.1463
H 3.6097 -1.8699 -0.9744
H 2.9614 2.3373 -4.8690
C 1.4141 3.3601 3.8773
C 2.3444 -0.0604 1.4854
H -5.3427 4.4078 1.0876
C 2.2704 0.5744 0.1358
H -4.4608 -4.4470 -0.4192
H 7.5297 0.6636 2.4045
C -2.3775 4.1317 -2.2390
Pd -0.0082 0.5075 0.1807
H 0.8890 5.7664 2.1124
H 0.2177 -5.0276 0.8531
C 2.8199 3.1147 1.9155
H -3.2981 4.0270 2.4503
C 3.7787 -1.2393 4.5683
N -0.6505 5.1920 0.8010
C 1.6888 -1.0703 5.8029
S -0.0955 3.0305 -0.7326
H -5.8981 2.7795 -0.7151
H -1.7162 5.9082 2.4403
B 0.9361 -4.3931 0.0984
C 1.5779 2.9987 2.5443
N 3.4515 -0.5297 2.1486
C 7.8822 1.1316 0.3360
H -4.0758 -0.6680 1.5868
C 3.0729 -0.8071 3.4504
C 0.9968 -0.6362 4.6863
C -0.8632 4.4555 -0.3548
C -2.9490 1.3809 0.3141
H -2.6986 5.6408 0.9899
S 2.1243 -1.9984 -2.9097
H -1.7618 2.1666 1.9157
H 0.6991 6.7980 0.6803
C -4.6868 3.5696 0.8770
H 2.5654 4.7699 -5.1277
H 1.4166 5.1753 0.5440
C 2.9544 2.9838 -3.9999
H -1.5893 6.5264 -2.5287
H 5.1721 1.2914 2.3473
C -2.6607 2.3165 1.3290
H 3.3324 1.3741 -2.6477
C 7.0958 1.0221 1.4763
H 0.7312 2.6184 1.9944
C -4.9916 2.6538 -0.1309
H 2.3691 4.1018 5.6588
Ge 3.1808 2.3285 0.1454
N 0.2025 -1.7485 0.2326
H 8.9286 0.8496 0.3617
H -2.5194 3.1172 -1.8858
C 2.9722 4.6136 -1.7673
C -3.0125 -3.0710 -1.2239
C -2.4121 -1.8258 -1.1059
H 7.9145 1.7125 -1.7305
H 4.8398 3.8120 2.1804
H 2.6488 6.2376 -3.1341
C 7.3136 1.6181 -0.8316
N -1.7896 4.9548 -1.1850
H -1.7348 4.1122 -3.1229
N -2.1178 0.3071 0.0482
C 5.7523 1.3818 1.4374
C -4.0052 -3.4667 -0.3370
N 1.3016 -0.0492 2.2510
H 4.3601 -0.6573 1.7412
C 3.7180 4.0249 3.9866
C 3.8774 3.6599 2.6521
C 5.9689 1.9887 -0.8576
```

Löwdin atomic charge list, values in e, 5 entries: -0.041, -0.055, -0.486, 0.096, -0.514